C26H83N10O33P7 | ωB97M-V/def2-TZVPD

The calculation puts the total energy at -175818.903 eV. The SMILES is COP(=O)(OC)OC.COP(=O)(OC)OC.COP(=O)(OC)OC.COP(=O)(OC)OC.COP(=O)(OC)OC.COP(=O)(OC)OC.COP(=O)(OC)OC.NC(N)=O.NC(N)=O.NC(N)=O.NC(N)=O.NC(N)=O. The largest force on an atom is 4.6 eV/A. As for the highest occupied orbital energy: -9.43 eV. The charge is 0. As for the energy above the lowest of the compared OMol25 structures with the same formula, charge and spin: 0.0 kJ/mol.

Geometry as XYZ:
```
159
C26H83N10O33P7 | OMol25 | ωB97M-V/def2-TZVPD
C -3.77 -7.24 -1.00
O -3.09 -7.71 0.17
P -2.04 -6.78 0.89
O -2.67 -5.52 1.23
O -1.47 -7.66 2.06
C -2.23 -7.88 3.37
O -0.71 -6.63 0.04
C -0.17 -5.38 -0.32
H -3.06 -7.07 -1.81
H -4.20 -6.27 -0.89
H -4.31 -8.05 -1.37
H -1.39 -8.10 4.07
H -3.00 -8.65 3.24
H -2.74 -7.00 3.67
H 0.25 -4.85 0.52
H -0.92 -4.76 -0.87
H 0.60 -5.53 -1.05
C 4.13 -2.03 1.55
O 4.19 -1.15 0.47
P 4.67 0.33 0.54
O 5.61 0.63 1.64
O 3.30 1.19 0.51
C 3.31 2.56 0.76
O 5.26 0.62 -0.88
C 4.33 0.72 -1.94
H 4.82 -1.86 2.35
H 4.41 -3.01 1.12
H 3.16 -1.96 1.97
H 2.30 2.88 1.03
H 3.62 3.18 -0.10
H 3.99 2.82 1.64
H 3.78 1.65 -2.07
H 3.58 -0.05 -1.74
H 4.91 0.51 -2.83
C -3.12 5.86 -2.50
O -3.38 4.44 -2.68
P -4.70 3.59 -2.24
O -5.62 4.38 -1.45
O -3.95 2.42 -1.44
C -4.79 1.40 -0.82
O -5.10 3.02 -3.71
C -6.47 2.84 -4.07
H -3.94 6.32 -1.90
H -2.91 6.39 -3.47
H -2.19 6.04 -1.91
H -4.76 1.56 0.23
H -4.47 0.39 -1.03
H -5.86 1.52 -1.05
H -6.44 2.68 -5.13
H -7.12 3.71 -3.89
H -6.83 1.93 -3.59
C -0.09 4.45 -4.47
O 0.86 3.31 -4.36
P 0.43 1.84 -4.38
O 1.22 1.13 -3.38
O -1.12 2.02 -4.13
C -2.21 1.05 -4.53
O 0.52 1.15 -5.82
C 1.79 1.09 -6.57
H -1.12 4.07 -4.29
H 0.00 4.88 -5.50
H 0.24 5.12 -3.70
H -1.88 0.07 -4.84
H -2.75 1.60 -5.30
H -2.78 1.07 -3.59
H 2.72 1.03 -5.94
H 1.74 1.96 -7.26
H 1.75 0.20 -7.19
C 2.99 -1.78 5.75
O 2.95 -2.44 4.45
P 2.01 -3.71 4.36
O 1.95 -4.46 5.60
O 0.60 -3.23 3.77
C -0.43 -2.70 4.63
O 2.54 -4.48 3.11
C 2.11 -5.72 2.61
H 3.94 -1.27 5.79
H 2.75 -2.46 6.62
H 2.29 -0.93 5.69
H -1.03 -3.48 5.14
H -1.06 -2.15 3.91
H 0.04 -2.13 5.39
H 2.57 -5.87 1.63
H 0.99 -5.73 2.54
H 2.39 -6.51 3.30
C 3.65 6.87 0.94
O 3.43 6.96 -0.50
P 2.05 6.39 -1.11
O 1.47 5.26 -0.36
O 1.00 7.59 -1.21
C 1.03 8.34 -2.41
O 2.44 6.10 -2.56
C 3.02 4.78 -2.98
H 4.73 7.20 1.05
H 3.66 5.77 1.06
H 3.03 7.49 1.59
H 0.39 7.88 -3.15
H 2.11 8.38 -2.82
H 0.74 9.38 -2.24
H 3.99 4.76 -2.48
H 2.92 4.65 -4.02
H 2.38 4.09 -2.43
C 0.28 2.19 -0.51
O 0.19 1.59 0.83
P -0.71 0.37 1.35
O -2.15 0.52 1.32
O -0.18 -0.89 0.58
C 1.20 -1.32 0.75
O -0.20 0.17 2.81
C 0.55 1.04 3.61
H -0.80 2.33 -0.81
H 0.74 1.48 -1.16
H 0.82 3.10 -0.38
H 1.18 -2.05 1.55
H 1.75 -0.41 0.97
H 1.57 -1.67 -0.20
H 0.52 2.03 3.20
H 1.60 0.71 3.72
H 0.07 1.01 4.58
N -4.30 -2.14 -2.99
C -2.95 -2.22 -3.04
N -2.29 -2.45 -1.90
O -2.36 -1.96 -4.11
H -4.92 -2.24 -2.15
H -4.68 -1.64 -3.76
H -1.32 -2.74 -1.97
H -2.65 -2.51 -0.95
N -3.57 1.27 4.85
C -4.16 0.03 5.13
N -3.91 -0.82 4.11
O -4.87 -0.22 6.07
H -4.27 1.97 5.08
H -3.33 1.44 3.85
H -3.55 -0.65 3.20
H -4.15 -1.79 4.29
N 0.61 -1.74 -3.81
C 1.17 -2.40 -2.82
N 2.51 -2.16 -2.46
O 0.50 -3.10 -1.95
H -0.39 -1.72 -3.80
H 0.99 -0.93 -4.20
H 2.85 -2.94 -1.91
H 3.19 -1.75 -3.10
N -3.12 -2.29 1.11
C -4.50 -2.43 1.07
N -4.96 -3.72 0.97
O -5.24 -1.47 0.97
H -2.74 -1.36 1.14
H -2.59 -3.11 1.40
H -5.95 -3.85 1.16
H -4.31 -4.53 1.04
N 7.46 0.74 4.17
C 6.44 1.00 5.05
N 5.26 0.58 4.64
O 6.60 1.55 6.11
H 8.39 1.07 4.48
H 7.28 0.25 3.30
H 4.53 1.05 5.10
H 5.10 0.40 3.68
```